[1]
ORCA calculation (the ωB97M-V functional and the def2-TZVPD basis) on a cluster of 11 separate species, C41H105N5O34P6 in total in a non-equilibrium geometry.

The charge is 0. Its spin multiplicity is 1. The calculation puts the total energy at -6505.1413 a.u. For the HOMO energy, the calculation gives -10.0108 eV. The calculation puts the energy relative to the best compared isomer or geometry (same formula, charge and spin) at 810.7 kJ/mol. Its SMILES is CCOP(=O)(OCC)OCC.CCOP(=O)(OCC)OCC.CCOP(=O)(OCC)OCC.CCOP(=O)(OCC)OCC.CCOP(=O)(OCC)OCC.CCOP(=O)(OCC)OCC.C[N+](=O)[O-].C[N+](=O)[O-].C[N+](=O)[O-].C[N+](=O)[O-].C[N+](=O)[O-]. The frontier orbital gap is 0.3385 Ha.

Element x y z (Å)
1 C 8.371 -3.664 -0.058
2 C 7.211 -4.494 0.556
3 O 6.238 -3.601 0.878
4 P 5.392 -3.631 2.268
5 O 6.179 -3.761 3.525
6 O 4.320 -4.791 2.002
7 C 3.735 -5.001 0.705
8 C 2.289 -5.291 0.658
9 O 4.392 -2.266 2.233
10 C 4.698 -1.045 2.781
11 C 5.985 -0.473 2.196
12 H 8.458 -2.661 0.359
13 H 9.310 -4.208 0.042
14 H 8.270 -3.506 -1.132
15 H 6.788 -5.135 -0.217
16 H 7.433 -5.125 1.417
17 H 4.046 -4.213 0.019
18 H 4.385 -5.749 0.250
19 H 1.957 -5.192 -0.375
20 H 2.044 -6.144 1.292
21 H 1.704 -4.451 1.031
22 H 3.734 -0.552 2.658
23 H 4.739 -1.155 3.865
24 H 6.877 -1.040 2.462
25 H 6.111 -0.193 1.150
26 H 6.006 0.515 2.656
27 C 1.650 -1.171 -0.885
28 C 1.741 -0.026 0.059
29 O 0.930 -0.207 1.169
30 P -0.135 0.796 1.855
31 O -0.405 0.563 3.311
32 O 0.506 2.221 1.456
33 C 0.586 3.165 2.473
34 C 1.090 4.399 1.784
35 O -1.308 0.673 0.784
36 C -2.254 -0.441 0.703
37 C -3.492 -0.399 1.720
38 H 0.664 -1.623 -0.996
39 H 2.123 -0.879 -1.823
40 H 2.241 -2.000 -0.493
41 H 2.780 0.130 0.348
42 H 1.413 0.931 -0.348
43 H -0.277 3.359 3.110
44 H 1.307 2.729 3.165
45 H 2.135 4.302 1.490
46 H 0.493 4.550 0.885
47 H 1.145 5.283 2.420
48 H -2.803 -0.395 -0.238
49 H -1.797 -1.425 0.814
50 H -3.901 -1.405 1.806
51 H -3.216 0.021 2.687
52 H -4.321 0.217 1.371
53 C -7.698 0.300 2.099
54 C -7.617 1.722 2.494
55 O -8.869 1.901 2.934
56 P -9.989 2.751 2.028
57 O -10.534 2.035 0.819
58 O -11.086 2.930 3.207
59 C -11.450 1.815 4.056
60 C -12.165 0.748 3.262
61 O -9.284 4.196 1.829
62 C -9.183 4.745 0.475
63 C -7.813 5.370 0.371
64 H -8.489 0.270 1.350
65 H -6.825 0.009 1.514
66 H -7.808 -0.456 2.877
67 H -6.950 2.007 3.308
68 H -7.482 2.285 1.571
69 H -10.471 1.563 4.465
70 H -12.083 1.979 4.928
71 H -12.919 1.209 2.624
72 H -11.507 0.295 2.520
73 H -12.547 0.030 3.987
74 H -9.344 3.948 -0.252
75 H -10.013 5.419 0.263
76 H -7.757 5.672 -0.675
77 H -7.630 6.175 1.083
78 H -7.009 4.635 0.419
79 C 5.285 6.830 4.177
80 C 4.020 6.263 3.468
81 O 3.274 5.734 4.510
82 P 2.126 6.534 5.246
83 O 1.190 7.349 4.339
84 O 1.371 5.342 6.039
85 C -0.106 5.245 6.026
86 C -0.445 4.247 7.195
87 O 2.864 7.289 6.462
88 C 2.167 8.339 7.139
89 C 1.468 7.869 8.429
90 H 6.040 7.323 3.563
91 H 4.982 7.587 4.900
92 H 5.605 6.019 4.831
93 H 3.437 6.931 2.833
94 H 4.365 5.513 2.756
95 H -0.513 6.250 6.136
96 H -0.404 4.868 5.048
97 H -0.620 4.849 8.087
98 H -1.275 3.585 6.949
99 H 0.367 3.526 7.297
100 H 3.087 8.842 7.436
101 H 1.512 9.013 6.588
102 H 0.486 8.340 8.481
103 H 1.597 6.790 8.508
104 H 2.035 8.287 9.261
105 C -1.610 -1.850 -7.115
106 C -1.655 -3.374 -7.534
107 O -2.306 -4.269 -6.586
108 P -1.548 -4.841 -5.240
109 O -0.079 -4.693 -5.241
110 O -2.083 -6.372 -5.100
111 C -1.367 -7.355 -5.795
112 C -1.851 -7.261 -7.294
113 O -2.356 -4.042 -4.016
114 C -1.557 -3.419 -3.076
115 C -1.130 -4.379 -1.966
116 H -0.999 -1.723 -6.221
117 H -1.169 -1.199 -7.870
118 H -2.588 -1.440 -6.861
119 H -2.211 -3.722 -8.404
120 H -0.741 -3.823 -7.922
121 H -0.279 -7.306 -5.758
122 H -1.608 -8.298 -5.304
123 H -1.470 -6.378 -7.807
124 H -1.459 -8.146 -7.795
125 H -2.940 -7.298 -7.260
126 H -0.774 -2.752 -3.437
127 H -2.205 -2.703 -2.571
128 H -1.986 -4.632 -1.340
129 H -0.827 -5.303 -2.458
130 H -0.430 -4.234 -1.143
131 C 7.286 -4.624 -6.653
132 C 6.006 -5.023 -5.944
133 O 4.922 -5.215 -6.743
134 P 4.076 -3.977 -7.282
135 O 4.664 -3.320 -8.437
136 O 2.638 -4.675 -7.524
137 C 1.935 -4.586 -8.762
138 C 1.456 -6.027 -8.970
139 O 3.721 -2.989 -6.089
140 C 2.641 -2.177 -6.009
141 C 2.837 -1.027 -5.075
142 H 8.058 -4.916 -5.942
143 H 7.375 -5.098 -7.631
144 H 7.340 -3.537 -6.719
145 H 6.191 -6.040 -5.598
146 H 5.636 -4.364 -5.159
147 H 1.115 -3.882 -8.619
148 H 2.533 -4.194 -9.585
149 H 0.968 -6.395 -8.067
150 H 0.635 -6.131 -9.680
151 H 2.265 -6.714 -9.215
152 H 2.203 -1.872 -6.959
153 H 1.813 -2.817 -5.705
154 H 1.871 -0.667 -4.720
155 H 3.281 -1.259 -4.107
156 H 3.344 -0.243 -5.638
157 C 7.045 -1.214 -2.109
158 N 5.658 -1.677 -2.026
159 O 4.759 -0.900 -2.117
160 O 5.510 -2.868 -1.968
161 H 7.620 -1.961 -2.654
162 H 7.507 -0.935 -1.162
163 H 7.051 -0.413 -2.849
164 C -0.076 6.535 -3.419
165 N 0.480 5.905 -2.153
166 O -0.315 5.600 -1.228
167 O 1.696 5.563 -2.214
168 H -0.895 7.185 -3.112
169 H -0.358 5.769 -4.142
170 H 0.627 7.220 -3.894
171 C -2.490 1.241 5.402
172 N -3.883 1.592 5.815
173 O -4.735 0.714 5.846
174 O -4.171 2.825 5.960
175 H -2.051 1.998 4.752
176 H -2.777 0.304 4.924
177 H -1.841 0.959 6.231
178 C -0.846 -2.751 4.680
179 N -0.887 -2.629 6.153
180 O -0.662 -3.694 6.686
181 O -1.332 -1.566 6.679
182 H -0.460 -3.726 4.382
183 H -0.332 -1.953 4.145
184 H -1.874 -2.850 4.330
185 C -3.038 4.450 0.855
186 N -3.442 3.893 2.123
187 O -4.627 3.908 2.372
188 O -2.570 3.393 2.859
189 H -3.896 5.035 0.527
190 H -2.760 3.658 0.159
191 H -2.178 5.104 1.002

[2]
ORCA calculation (the ωB97M-V functional and the def2-TZVPD basis) on a structure of composition C41H106N6O13 in a non-equilibrium geometry.

The charge is 0. Its spin multiplicity is 1. The calculation puts the total energy at -2930.7972 a.u. For the HOMO energy, the calculation gives -7.0427 eV. The calculation puts the energy relative to the best compared isomer or geometry (same formula, charge and spin) at 3398.4 kJ/mol. The frontier orbital gap is 0.2699 Ha.

Element x y z (Å)
1 C -2.716 -6.387 -1.253
2 C -3.587 -5.358 -0.548
3 C -2.876 -4.553 0.543
4 O -4.098 -4.486 -1.469
5 H -3.321 -7.096 -1.818
6 H -2.085 -6.889 -0.520
7 H -1.964 -5.986 -1.932
8 H -4.449 -5.869 -0.116
9 H -2.455 -5.104 1.383
10 H -3.453 -3.683 0.857
11 H -1.971 -4.156 0.084
12 H -4.544 -3.755 -1.035
13 C 3.669 -3.999 -2.567
14 C 4.331 -3.896 -1.189
15 C 3.640 -2.895 -0.235
16 O 4.322 -5.128 -0.588
17 H 2.607 -4.242 -2.553
18 H 4.209 -4.750 -3.145
19 H 3.852 -3.046 -3.064
20 H 5.383 -3.622 -1.273
21 H 2.607 -3.136 0.015
22 H 3.745 -1.859 -0.556
23 H 4.245 -2.867 0.672
24 H 3.413 -5.304 -0.333
25 C -4.029 1.021 -3.068
26 C -3.582 2.421 -2.628
27 C -2.524 3.071 -3.442
28 O -4.684 3.293 -2.750
29 H -4.597 0.532 -2.276
30 H -3.215 0.362 -3.372
31 H -4.705 1.005 -3.924
32 H -3.267 2.346 -1.587
33 H -2.392 4.078 -3.045
34 H -2.777 3.259 -4.486
35 H -1.559 2.565 -3.489
36 H -5.134 3.157 -1.913
37 C -2.256 -0.574 6.821
38 O -1.274 -0.863 5.781
39 C -1.624 -0.389 4.477
40 C -0.437 -0.497 3.498
41 N 0.127 -1.801 3.622
42 C -0.810 -2.865 3.184
43 C -0.196 -4.284 3.224
44 O -1.143 -5.188 2.631
45 C -0.516 -6.309 1.934
46 H -1.899 -0.653 7.848
47 H -3.015 -1.345 6.690
48 H -2.755 0.392 6.745
49 H -1.911 0.656 4.595
50 H -2.501 -0.960 4.173
51 H 0.328 0.236 3.753
52 H -0.768 -0.299 2.478
53 H 0.135 -1.937 4.623
54 H -1.120 -2.623 2.167
55 H -1.747 -2.988 3.728
56 H 0.230 -4.701 4.136
57 H 0.759 -4.144 2.718
58 H -1.247 -6.923 1.406
59 H -0.126 -7.002 2.679
60 H 0.317 -6.043 1.283
61 C 1.347 -2.666 -2.403
62 O 0.717 -2.191 -1.222
63 C -0.007 -3.164 -0.523
64 C -1.362 -2.465 -0.283
65 N -1.267 -1.368 0.654
66 C -2.378 -0.403 0.528
67 C -1.788 1.009 0.603
68 O -0.966 1.147 -0.505
69 C -0.741 2.476 -0.900
70 H 1.893 -1.900 -2.954
71 H 0.622 -3.122 -3.078
72 H 2.147 -3.383 -2.219
73 H 0.356 -3.283 0.498
74 H 0.013 -4.095 -1.090
75 H -2.119 -3.069 0.216
76 H -1.786 -2.097 -1.218
77 H -0.359 -1.046 0.351
78 H -3.078 -0.543 1.351
79 H -2.853 -0.632 -0.426
80 H -1.328 1.053 1.590
81 H -2.639 1.687 0.531
82 H -0.062 2.451 -1.753
83 H -0.198 3.098 -0.188
84 H -1.666 3.038 -1.023
85 C 7.441 6.143 1.321
86 O 6.337 5.900 0.453
87 C 6.640 4.986 -0.586
88 C 5.336 4.773 -1.493
89 N 5.258 3.505 -2.160
90 C 4.765 2.378 -1.286
91 C 3.274 2.365 -0.895
92 O 2.485 3.081 -1.786
93 C 1.107 2.905 -1.432
94 H 7.750 5.249 1.862
95 H 7.090 6.880 2.043
96 H 8.359 6.503 0.858
97 H 6.885 4.040 -0.102
98 H 7.497 5.291 -1.187
99 H 5.320 5.479 -2.323
100 H 4.326 4.947 -1.122
101 H 4.574 3.622 -2.895
102 H 5.388 2.187 -0.412
103 H 4.943 1.532 -1.949
104 H 3.149 2.743 0.120
105 H 2.938 1.334 -0.784
106 H 0.518 3.573 -2.060
107 H 0.855 3.139 -0.398
108 H 0.742 1.908 -1.680
109 C -5.577 5.557 2.680
110 O -6.609 4.822 1.976
111 C -6.636 3.525 2.555
112 C -5.425 2.599 2.206
113 N -4.948 2.589 0.753
114 C -3.506 2.329 0.650
115 C -2.548 3.519 0.901
116 O -1.176 3.142 0.642
117 C -0.271 4.258 0.645
118 H -5.794 6.607 2.483
119 H -4.556 5.319 2.381
120 H -5.491 5.501 3.765
121 H -7.551 3.080 2.165
122 H -6.757 3.491 3.638
123 H -5.543 1.585 2.586
124 H -4.574 2.987 2.765
125 H -5.174 3.519 0.431
126 H -3.266 1.955 -0.346
127 H -3.187 1.487 1.265
128 H -2.701 3.951 1.890
129 H -2.896 4.241 0.162
130 H 0.747 3.882 0.545
131 H -0.315 4.835 1.569
132 H -0.352 4.933 -0.207
133 C -0.545 0.591 -3.432
134 C -0.247 -0.192 -4.660
135 C 1.219 -0.246 -5.058
136 O 1.733 1.003 -5.363
137 C 3.066 0.984 -5.803
138 N -0.830 -1.506 -4.360
139 H -0.113 1.584 -3.310
140 H -0.168 0.047 -2.567
141 H -1.607 0.810 -3.315
142 H -0.820 0.233 -5.484
143 H 1.236 -1.008 -5.837
144 H 1.842 -0.728 -4.305
145 H 3.439 1.907 -6.247
146 H 3.026 0.309 -6.657
147 H 3.798 0.599 -5.093
148 H -0.786 -1.480 -3.351
149 H -1.779 -1.361 -4.671
150 C 2.839 0.686 1.071
151 C 2.167 -0.742 1.252
152 C 3.043 -1.659 2.166
153 O 2.398 -2.953 2.417
154 C 3.024 -3.755 3.423
155 N 0.876 -0.596 1.896
156 H 3.869 0.535 0.750
157 H 2.986 1.201 2.020
158 H 2.433 1.295 0.263
159 H 2.029 -1.273 0.310
160 H 3.135 -1.089 3.091
161 H 4.032 -1.709 1.709
162 H 4.112 -3.730 3.368
163 H 2.697 -4.789 3.537
164 H 2.794 -3.328 4.399
165 H 0.949 -1.497 2.346
166 H 0.187 -0.786 1.181

Q: Which of these has the lowest energy relative to the best compared isomer or geometry (same formula, charge and spin)?
A: C41H105N5O34P6

Q: total energy of number 1 (C41H105N5O34P6)?
A: -6505.1413 a.u.

Q: Which value of charge does entry 1 give?
A: 0

Q: Among the records above, which one has the highest total energy?
A: C41H106N6O13